1.
Here is an isolated molecule of C4H6O2 from the Open Molecules 2025 dataset. Energies are from ωB97M-V with the def2-TZVPD basis set.

Atoms and positions in Å:
O (2.2490, 1.2172, -0.5776)
C (1.2176, 0.7297, -0.2091)
C (0.7516, -0.7162, -0.3608)
C (-0.6344, -0.7372, 0.2881)
C (-0.9963, 0.7506, 0.2825)
O (0.2483, 1.4453, 0.4190)
H (0.7328, -0.9699, -1.4250)
H (1.4792, -1.3785, 0.1153)
H (-1.3662, -1.3410, -0.2564)
H (-0.5852, -1.1141, 1.3139)
H (-1.6609, 1.0676, 1.0879)
H (-1.4357, 1.0464, -0.6778)

Properties
relative energy (zero: lowest compared OMol25 entry of this formula, charge and spin) = 5.27 kJ/mol
HOMO level = -10.313 eV
F_max = 0.6 eV/A
net charge = 0
HOMO-LUMO gap = 11.187 eV
SMILES = O=C1CCCO1

Löwdin population analysis, charges in e, atoms 1 to 5: O 0.12; C -0.48; C -0.08; C -0.15; C -0.16

=====

2.
Here is a structure of composition C50H60ClHfN6O8P from the Open Molecules 2025 dataset. Energies are from ωB97M-V with the def2-TZVPD basis set.

Atoms and positions in Å:
Hf (0.8381, 0.4280, 0.5225)
O (-1.5832, -2.8281, 2.7577)
C (-2.6574, -2.0650, 3.0984)
C (-3.8241, -2.6541, 3.5781)
C (-4.8966, -1.8752, 3.9683)
C (-4.8225, -0.4869, 3.9002)
C (-3.6681, 0.1003, 3.4291)
C (-2.5770, -0.6690, 3.0014)
C (-1.3941, 0.0243, 2.4720)
O (-0.5676, -0.6208, 1.7021)
N (-1.1823, 1.2764, 2.8220)
N (0.0422, 1.6320, 2.3138)
C (0.6707, 2.6278, 2.8003)
C (2.0846, 2.7520, 2.4170)
C (2.9014, 3.7463, 2.9263)
C (4.2536, 3.7272, 2.6124)
C (4.7416, 2.7132, 1.8059)
C (3.8549, 1.7572, 1.3306)
N (2.5577, 1.7731, 1.6208)
H (-1.7614, -3.7442, 3.0036)
H (-3.8783, -3.7346, 3.6551)
H (-5.7929, -2.3546, 4.3391)
H (-5.6558, 0.1230, 4.2199)
H (-3.5804, 1.1771, 3.3774)
H (0.2208, 3.2866, 3.5373)
H (2.4860, 4.5087, 3.5719)
H (4.9164, 4.4863, 3.0062)
H (5.7909, 2.6469, 1.5555)
H (4.1943, 0.9429, 0.7005)
O (4.9625, -4.0636, -0.4418)
C (4.8511, -3.9754, 0.8792)
O (5.4441, -4.7018, 1.6232)
C (3.9383, -2.9167, 1.4201)
C (3.7104, -2.6862, 2.7712)
Cl (4.2785, -3.4934, 4.1362)
N (2.8251, -1.6682, 2.8831)
N (2.4703, -1.2128, 1.6717)
C (3.1389, -1.9535, 0.7905)
C (2.9862, -1.5224, -0.6253)
O (3.5166, -2.0676, -1.5708)
O (2.2594, -0.4439, -0.7200)
C (2.4029, -0.9708, 4.0682)
C (1.0494, -0.8648, 4.3297)
C (0.6410, -0.1401, 5.4412)
C (1.5836, 0.4432, 6.2752)
C (2.9413, 0.3045, 6.0088)
C (3.3621, -0.4053, 4.8951)
H (4.4445, -3.3844, -0.9228)
H (0.3484, -1.3891, 3.6960)
H (-0.4148, -0.0516, 5.6632)
H (1.2622, 0.9933, 7.1499)
H (3.6731, 0.7492, 6.6696)
H (4.4138, -0.5066, 4.6613)
O (0.9398, 2.1243, -0.5454)
C (0.5247, 3.4671, -0.6108)
C (1.2640, 4.2627, -1.6758)
C (2.7933, 4.3272, -1.5007)
C (3.5805, 3.2980, -2.2630)
C (4.7560, 3.5843, -2.9356)
C (5.4182, 2.5813, -3.6259)
C (4.9024, 1.2903, -3.6483)
C (3.7358, 1.0388, -2.9693)
N (3.1241, 2.0348, -2.3059)
H (2.2603, 1.8409, -1.7691)
H (0.6827, 3.9493, 0.3636)
H (-0.5473, 3.5135, -0.8230)
H (0.8753, 5.2813, -1.6284)
H (1.0112, 3.8857, -2.6714)
H (3.0516, 4.2490, -0.4375)
H (3.1595, 5.2988, -1.8296)
H (5.1378, 4.5955, -2.9233)
H (6.3351, 2.8071, -4.1543)
H (5.3942, 0.4910, -4.1824)
H (3.2676, 0.0662, -2.9152)
O (-0.5176, -0.1963, -0.8846)
P (-1.9084, -0.6060, -1.4164)
C (-2.1792, -2.3481, -0.9786)
C (-0.8756, -3.1661, -0.9271)
C (-1.1920, -4.5663, -0.4021)
C (-2.2407, -5.3088, -1.2602)
C (-2.8435, -4.4125, -2.3389)
C (-3.3043, -3.0665, -1.7819)
C (-3.1793, 0.3373, -0.5372)
C (-2.8516, 1.8323, -0.4032)
C (-4.0240, 2.5471, 0.2620)
C (-5.2911, 2.4807, -0.6179)
C (-5.1952, 1.3867, -1.6839)
C (-4.6128, 0.1042, -1.0970)
C (-2.0097, -0.2581, -3.2008)
C (-1.1703, 0.9821, -3.5826)
C (0.3262, 0.7022, -3.7439)
C (0.6193, -0.5966, -4.5225)
C (-0.6377, -1.1458, -5.1844)
C (-1.6877, -1.4689, -4.1248)
H (-2.4979, -2.2588, 0.0680)
H (-0.1721, -2.6791, -0.2493)
H (-0.3931, -3.2205, -1.9062)
H (-1.5596, -4.4516, 0.6209)
H (-0.2704, -5.1450, -0.3344)
H (-3.0396, -5.6889, -0.6202)
H (-1.7920, -6.1814, -1.7348)
H (-3.6910, -4.9110, -2.8106)
H (-2.1104, -4.2523, -3.1334)
H (-4.1596, -3.2233, -1.1215)
H (-3.6697, -2.4520, -2.6066)
H (-3.1376, -0.0869, 0.4719)
H (-2.6633, 2.2830, -1.3805)
H (-1.9420, 1.9603, 0.1892)
H (-3.7568, 3.5836, 0.4710)
H (-4.2084, 2.0761, 1.2307)
H (-5.4718, 3.4424, -1.0988)
H (-6.1603, 2.2856, 0.0127)
H (-4.5749, 1.7242, -2.5207)
H (-6.1815, 1.1860, -2.1027)
H (-4.6332, -0.6914, -1.8437)
H (-5.2536, -0.2403, -0.2823)
H (-3.0610, 0.0128, -3.3380)
H (-1.3130, 1.7902, -2.8630)
H (-1.5720, 1.3466, -4.5297)
H (0.7767, 0.6421, -2.7557)
H (0.7700, 1.5613, -4.2549)
H (1.0075, -1.3574, -3.8360)
H (1.3968, -0.4302, -5.2695)
H (-0.4066, -2.0557, -5.7392)
H (-1.0307, -0.4332, -5.9138)
H (-1.3144, -2.3101, -3.5397)
H (-2.6062, -1.8138, -4.6001)

Properties
relative energy (zero: lowest compared OMol25 entry of this formula, charge and spin) = 0.00 kJ/mol
HOMO level = -13.086 eV
F_max = 0.6 eV/A
net charge = +2
HOMO-LUMO gap = 7.195 eV

Löwdin population analysis, charges in e, atoms 1 to 5: Hf 1.73; O 0.05; C -0.25; C 0.00; C -0.05

=====

3.
Here is an isolated molecule of C2H5NO2 in a non-equilibrium geometry from the Open Molecules 2025 dataset. Energies are from ωB97M-V with the def2-TZVPD basis set.

Atoms and positions in Å:
C (-0.8912, -0.0533, -0.1984)
C (0.4425, 0.4623, 0.3908)
O (-0.9336, -1.4307, -0.4012)
N (1.5432, -0.0828, -0.3690)
O (2.2676, 0.7052, -0.9336)
H (-0.6737, -1.8926, 0.4057)
H (-1.6956, 0.2782, 0.4724)
H (-1.0537, 0.3969, -1.1822)
H (0.5546, 0.0580, 1.4030)
H (0.4399, 1.5589, 0.4124)

Properties
relative energy (zero: lowest compared OMol25 entry of this formula, charge and spin) = 338.79 kJ/mol
HOMO level = -9.137 eV
F_max = 1.6 eV/A
net charge = 0
HOMO-LUMO gap = 9.124 eV
SMILES = O=NCCO

Löwdin population analysis, charges in e, atoms 1 to 5: C -0.27; C -0.19; O -0.06; N -0.06; O 0.01

=====

4.
Here is a structure of composition C5H6Cl2ErLaO4 in a non-equilibrium geometry from the Open Molecules 2025 dataset. Energies are from ωB97M-V with the def2-TZVPD basis set.

Atoms and positions in Å:
La (2.2270, -2.4764, -3.8939)
Er (0.1471, -0.3754, 0.1512)
Cl (-0.0008, -1.5924, -4.7000)
Cl (2.4443, -0.6650, 0.7631)
C (-0.6552, -1.3306, 2.1042)
C (0.9716, -4.4089, -3.9256)
C (1.8822, -3.4057, -1.7722)
O (-1.0186, -1.8457, 3.0819)
O (0.1420, -5.2019, -3.7263)
O (1.7415, -4.0771, -0.8266)
C (-1.0176, 3.6599, 1.6268)
C (-0.7646, 2.1640, 1.7370)
O (-0.5841, 1.6273, 0.3765)
H (-0.1738, 4.1746, 1.1629)
H (-1.1311, 4.0874, 2.6249)
H (-1.9388, 3.8851, 1.0823)
H (0.1417, 1.8887, 2.2779)
H (-1.5975, 1.5971, 2.1496)
H (-0.8152, 2.2948, -0.2936)

Properties
relative energy (zero: lowest compared OMol25 entry of this formula, charge and spin) = 0.00 kJ/mol
2S+1 = 4
HOMO level (alpha / beta) = -24.020 / -24.021 eV
F_max = 11.0 eV/A
net charge = +4
HOMO-LUMO gap (alpha / beta) = 6.746 / 6.758 eV

Löwdin population analysis, charges in e, atoms 1 to 5: La 1.76; Er 1.34; Cl 0.04; Cl 0.09; C 0.02

=====

5.
Here is an isolated molecule of C2H3N3O2 in a non-equilibrium geometry from the Open Molecules 2025 dataset. Energies are from ωB97M-V with the def2-TZVPD basis set.

Atoms and positions in Å:
C (0.9589, 1.0786, 0.0557)
C (1.9840, 0.2703, 0.1596)
N (-0.4263, 0.8013, 0.0429)
N (-0.2276, -1.4827, 0.0733)
N (-0.8213, -0.3920, 0.0547)
O (2.8620, -0.4772, 0.0702)
O (-2.2945, -0.2983, 0.0999)
H (1.2542, 2.0422, -0.1727)
H (-0.9537, -2.1464, -0.1442)
H (-2.3356, 0.6041, -0.2394)

Properties
relative energy (zero: lowest compared OMol25 entry of this formula, charge and spin) = 555.73 kJ/mol
HOMO level = -8.357 eV
F_max = 3.0 eV/A
net charge = 0
HOMO-LUMO gap = 9.039 eV

Löwdin population analysis, charges in e, atoms 1 to 5: C -0.12; C -0.18; N 0.04; N 0.16; N -0.35

=====

6.
Here is an isolated molecule of C5H10O2 in a non-equilibrium geometry from the Open Molecules 2025 dataset. Energies are from ωB97M-V with the def2-TZVPD basis set.

Atoms and positions in Å:
O (2.4272, -0.4393, -0.4822)
C (1.5587, -0.7160, 0.6121)
C (0.1225, -0.1304, 0.3377)
C (-0.8166, -1.1976, -0.1983)
C (-1.2582, -0.3880, 0.9923)
C (-0.5900, 1.7139, -0.9351)
O (0.4089, 1.1631, -0.1317)
H (2.4655, 0.5164, -0.6278)
H (1.9954, -0.3432, 1.5443)
H (1.5322, -1.8101, 0.6171)
H (-0.7822, 1.0119, -1.7457)
H (-0.4443, -2.1715, 0.0979)
H (-1.3850, -1.1741, -1.1239)
H (-1.3492, -0.7871, 1.9957)
H (-2.1451, 0.2150, 0.7236)
H (-1.5192, 1.8681, -0.3671)
H (-0.2207, 2.6688, -1.3088)

Properties
relative energy (zero: lowest compared OMol25 entry of this formula, charge and spin) = 322.72 kJ/mol
HOMO level = -9.262 eV
F_max = 1.2 eV/A
net charge = 0
HOMO-LUMO gap = 10.238 eV
SMILES = COC1(CO)CC1

Löwdin population analysis, charges in e, atoms 1 to 5: O -0.06; C -0.16; C -0.39; C -0.09; C -0.06

=====

7.
Here is an isolated molecule of C4H8F2N2 in a non-equilibrium geometry from the Open Molecules 2025 dataset. Energies are from ωB97M-V with the def2-TZVPD basis set.

Atoms and positions in Å:
C (1.5315, 1.0057, -0.1937)
C (-1.9756, -0.4900, 0.1707)
C (0.4210, 0.0915, 0.3593)
C (-0.9448, 0.6156, -0.1133)
N (2.4326, 0.3713, -0.7823)
N (0.4413, -1.3455, -0.0188)
F (-0.7642, 1.0036, -1.4317)
F (-1.3500, 1.6703, 0.5484)
H (1.6351, 1.9983, 0.2676)
H (-3.0232, -0.1305, 0.2371)
H (-1.7652, -0.8137, 1.2243)
H (-1.8138, -1.3290, -0.4416)
H (0.3984, 0.0746, 1.4911)
H (3.2114, 0.8909, -1.0789)
H (0.6768, -1.6860, -0.9895)
H (0.8887, -1.9270, 0.7513)

Properties
relative energy (zero: lowest compared OMol25 entry of this formula, charge and spin) = 47.91 kJ/mol
2S+1 = 3
HOMO level (alpha / beta) = -5.538 / -9.275 eV
F_max = 6.9 eV/A
net charge = 0
HOMO-LUMO gap (alpha / beta) = 6.506 / 6.692 eV

Löwdin population analysis, charges in e, atoms 1 to 5: C -0.26; C -0.01; C -0.30; C -0.60; N 0.17